[1]
ORCA calculation (ωB97M-V/def2-TZVPD) on C11H26CsN8O2S as an isolated structure in a non-equilibrium geometry.

Computed properties:
HOMO ... -10.88 eV
Charge ... +1
Gap between HOMO and LUMO ... 8.4 eV
Max |F| ... 2.4 eV/A
2S+1 ... 1

```
49
C11H26CsN8O2S | the Open Molecules 2025 dataset | ωB97M-V/def2-TZVPD
Cs -0.05277 0.10585 -0.80578
C -4.70235 3.77133 -0.40227
O -3.80582 2.78567 -0.91820
C -2.68589 2.45719 -0.28251
O -1.94344 1.61726 -0.76256
N -2.41878 3.09787 0.88359
N -1.27912 2.74493 1.60665
H -5.50820 3.84076 -1.12460
H -4.21544 4.74450 -0.32030
H -5.11929 3.46475 0.55883
H -3.09306 3.72324 1.28970
H -1.53898 2.33470 2.49401
H -0.71218 3.56428 1.77294
C -0.95656 -3.22105 0.60575
N 0.26808 -2.47159 0.94902
C 0.39080 -2.48161 2.42141
N 0.43006 -3.83039 2.96942
C -0.79547 -4.52823 2.57321
N -0.94250 -4.58467 1.11569
C 0.22831 -5.27140 0.56136
N 1.47531 -4.59091 0.91703
C 1.41910 -3.22701 0.41042
C 1.57071 -4.53704 2.37822
H -1.05967 -3.26007 -0.48319
H -1.82048 -2.70001 1.02768
H -0.46344 -1.95158 2.85054
H 1.30867 -1.95942 2.70045
H -1.65704 -4.00926 2.99881
H -0.77059 -5.54488 2.96723
H 0.13840 -5.30830 -0.52642
H 0.25641 -6.29222 0.94422
H 1.34699 -3.26139 -0.68057
H 2.34088 -2.70952 0.68587
H 2.49346 -4.02514 2.65806
H 1.60149 -5.55415 2.77067
C 1.25448 3.34103 -4.50092
N 1.80595 2.31672 -3.63285
C 2.31555 2.51563 -2.40275
S 2.77979 1.18668 -1.47666
N 2.39843 3.78975 -1.98868
C 2.98212 4.22844 -0.73221
H 0.85223 2.86009 -5.38715
H 2.01331 4.05859 -4.82405
H 0.44236 3.87679 -4.00421
H 1.85176 1.37058 -3.96211
H 2.17180 4.51223 -2.65256
H 3.43199 3.37451 -0.23846
H 2.22156 4.66040 -0.08027
H 3.75109 4.97608 -0.92148
```

[2]
ORCA calculation (ωB97M-V/def2-TZVPD) on a 16-piece molecular cluster, H32O16 overall in a non-equilibrium geometry.

Computed properties:
HOMO ... -10.44 eV
Charge ... 0
Gap between HOMO and LUMO ... 10.0 eV
Max |F| ... 2.4 eV/A
2S+1 ... 1

```
48
H32O16 | the Open Molecules 2025 dataset | ωB97M-V/def2-TZVPD
O -3.46034 0.84049 0.32208
H -3.47987 0.54310 -0.59065
H -2.77888 0.32363 0.75001
O 4.98963 3.40320 0.76130
H 4.82663 2.50400 0.52358
H 4.30138 3.99199 0.46651
O -1.99181 4.01525 -0.98589
H -1.17458 3.64510 -1.31750
H -2.37657 3.32888 -0.43150
O 2.16405 -3.90185 0.49483
H 2.51312 -4.76386 0.74928
H 1.28139 -4.07499 0.13788
O -3.22379 1.11328 4.06301
H -4.19045 1.14203 4.06541
H -3.10173 1.76843 3.36525
O -0.55857 -3.50707 0.17732
H -0.90539 -4.39541 0.10078
H -1.18382 -2.95676 0.63825
O 1.08265 3.78885 -2.55541
H 0.57205 4.54873 -2.84158
H 1.58672 3.42370 -3.28397
O -1.01974 2.99217 3.03162
H -0.95546 2.84816 3.97952
H -0.13439 3.18750 2.72284
O -0.99091 1.15732 -4.35436
H -1.42651 0.66702 -3.65176
H -1.68388 1.24956 -5.01222
O -2.31363 -1.74308 5.05060
H -2.01463 -2.52385 4.57761
H -2.94469 -1.31278 4.48697
O 4.08713 -2.25876 0.72780
H 3.83424 -3.18036 0.53758
H 3.36919 -1.92271 1.24586
O 1.76936 -1.63137 -2.07432
H 2.59808 -1.44217 -1.69440
H 1.37554 -2.29571 -1.53478
O -0.68688 -0.20771 -0.52454
H 0.18493 0.07060 -0.81897
H -0.73539 -0.43574 0.39108
O -2.94345 -2.24774 -1.68129
H -3.86562 -2.38314 -1.89065
H -2.39027 -1.79982 -2.29088
O 2.91147 -1.85363 -4.29848
H 3.84735 -1.63323 -4.32041
H 2.52916 -1.03357 -4.01720
O 1.21330 0.72811 2.37797
H 0.26076 0.57699 2.33385
H 1.23311 1.64721 2.09197
```

[3]
ORCA calculation (ωB97M-V/def2-TZVPD) on C30H39Cl2NORuTe as an isolated structure in a non-equilibrium geometry.

Computed properties:
HOMO (spin up / spin down) ... -16.57 / -16.57 eV
Charge ... +3
Gap between HOMO and LUMO (spin up / spin down) ... 8.4 / 4.9 eV
Max |F| ... 1.3 eV/A
2S+1 ... 6

```
75
C30H39Cl2NORuTe | the Open Molecules 2025 dataset | ωB97M-V/def2-TZVPD
Ru 9.82694 8.44404 16.18603
C 7.76936 10.74377 18.01874
C 8.90397 9.80127 18.16630
C 8.74007 8.38843 18.30777
C 9.84316 7.52340 18.51462
C 9.66708 6.08260 18.90194
C 11.13520 8.10279 18.54064
C 11.34822 9.48576 18.42394
C 12.70735 10.05821 18.61913
C 10.22409 10.29356 18.25280
H 7.50502 11.15396 19.00510
H 6.85719 10.26917 17.69420
H 7.97588 11.58605 17.36727
H 7.74309 7.96803 18.31519
H 9.62753 6.02347 19.99704
H 10.51443 5.46349 18.60840
H 8.74574 5.63471 18.52033
H 11.97674 7.43648 18.62079
H 12.87985 10.09226 19.70581
H 12.78351 11.06474 18.21887
H 13.49337 9.44468 18.18286
H 10.35591 11.37069 18.20393
Cl 12.44535 9.53618 15.30676
C 11.71404 11.08992 14.98847
Cl 9.93798 10.88823 14.83603
H 12.09692 11.46173 14.03242
H 11.91604 11.74271 15.82792
C 10.62135 5.46556 15.50029
C 10.11292 6.14225 14.25954
O 10.19000 5.57598 13.18144
N 9.56102 7.40408 14.29712
Te 8.64937 7.47489 12.46514
C 10.10468 7.59183 10.78360
C 11.49677 7.66884 10.99551
C 12.08521 7.68458 12.36190
C 12.38410 7.74546 9.85611
C 11.97663 7.52728 8.56890
C 12.90737 7.49341 7.40898
C 10.57638 7.24174 8.42418
C 9.61838 7.33569 9.53206
C 8.15742 7.09981 9.25257
C 7.90403 9.43074 12.34629
C 8.52652 10.52357 11.70779
C 9.99353 10.55190 11.39127
C 7.73378 11.63379 11.39514
C 6.34030 11.66331 11.64347
C 5.53178 12.89679 11.34680
C 5.76560 10.54432 12.24875
C 6.51954 9.40472 12.58321
C 5.86774 8.21750 13.21816
H 10.42907 4.40407 15.39190
H 10.14778 5.82280 16.40914
H 11.70431 5.56989 15.56575
H 11.39313 8.08510 13.11625
H 13.02985 8.18320 12.37201
H 12.22623 6.62298 12.65197
H 13.42673 7.85571 10.06207
H 13.90509 7.77478 7.71311
H 12.54772 8.17768 6.62912
H 12.95984 6.48338 6.96318
H 10.20232 6.99846 7.42314
H 8.02816 6.85837 8.19293
H 7.52359 7.95368 9.46751
H 7.80749 6.22481 9.80129
H 10.56233 9.95649 12.09672
H 10.34822 11.56882 11.39036
H 10.17203 10.17418 10.38207
H 8.19950 12.54011 11.00508
H 6.14750 13.79694 11.36859
H 4.66816 13.01978 12.02116
H 5.10680 12.82560 10.34388
H 4.68343 10.55926 12.46021
H 4.97996 8.51165 13.78329
H 6.47460 7.70657 13.95351
H 5.51769 7.50185 12.47570
```

[4]
ORCA calculation (ωB97M-V/def2-TZVPD) on C32H32BN4P2Tl as an isolated structure.

Computed properties:
HOMO ... -14.05 eV
Charge ... +2
Gap between HOMO and LUMO ... 7.9 eV
Max |F| ... 0.3 eV/A
2S+1 ... 1

```
72
C32H32BN4P2Tl | the Open Molecules 2025 dataset | ωB97M-V/def2-TZVPD
Tl 0.36300 -0.75732 -0.55266
B 1.74380 -3.41338 -2.64961
N 0.25861 -3.46521 -2.09698
C -0.54781 -4.47344 -2.42468
C -1.75624 -4.34634 -1.74936
C -1.61545 -3.19607 -1.00389
N -0.39242 -2.67140 -1.22137
N 2.58597 -2.14478 -2.21083
C 3.86857 -2.04729 -2.55640
C 4.34983 -0.78578 -2.22696
C 3.27183 -0.14289 -1.66034
N 2.20566 -0.96750 -1.66414
H 1.66136 -3.40152 -3.84852
H 2.32348 -4.37186 -2.21692
H -0.21235 -5.23352 -3.11201
H -2.60626 -5.00410 -1.79588
H -2.30598 -2.72473 -0.32163
H 4.36307 -2.87816 -3.03381
H 5.34007 -0.39874 -2.39026
H 3.19536 0.85925 -1.27171
C -0.64203 2.18511 0.76695
C -1.04339 1.14706 1.81793
P 0.13967 -0.24124 1.98151
C 1.71183 0.41739 2.55429
C 2.52803 1.10623 1.65379
C 3.74664 1.61777 2.06330
C 4.17039 1.41735 3.37219
C 3.37604 0.71253 4.26430
C 2.14612 0.20920 3.86228
C -0.56528 -1.35947 3.18281
C -0.55263 -2.73297 2.94440
C -1.06418 -3.59944 3.89813
C -1.58699 -3.09528 5.08013
C -1.59759 -1.72542 5.31938
C -1.08784 -0.84977 4.37503
P -0.82151 1.52272 -0.92720
C -2.58526 1.31649 -1.18698
C -3.11944 0.05985 -1.46036
C -4.48829 -0.08631 -1.63693
C -5.31554 1.02278 -1.54182
C -4.78142 2.28230 -1.28947
C -3.41632 2.43688 -1.11734
C -0.13804 2.71967 -2.06416
C 0.27418 2.27243 -3.32129
C 0.72314 3.18519 -4.26105
C 0.76244 4.53752 -3.94602
C 0.36256 4.98156 -2.69241
C -0.08588 4.07665 -1.74232
H 0.38617 2.52358 0.90651
H -1.28680 3.06136 0.85558
H -2.01210 0.69840 1.57641
H -1.14700 1.62438 2.79346
H 2.21692 1.24202 0.62321
H 4.37514 2.15742 1.36705
H 5.12926 1.80285 3.69223
H 3.71762 0.54205 5.27647
H 1.53578 -0.34521 4.56347
H -0.14234 -3.12518 2.02023
H -1.05116 -4.66593 3.71935
H -1.98820 -3.77205 5.82270
H -2.00233 -1.33699 6.24411
H -1.08550 0.21315 4.58373
H -2.46812 -0.79866 -1.56375
H -4.90656 -1.05851 -1.86187
H -6.38330 0.91032 -1.67510
H -5.43085 3.14581 -1.23594
H -3.00287 3.42503 -0.94783
H 0.23936 1.21592 -3.56503
H 1.04227 2.84370 -5.23624
H 1.10991 5.25112 -4.68125
H 0.40037 6.03520 -2.45105
H -0.38920 4.43821 -0.76759
```

[5]
ORCA calculation (ωB97M-V/def2-TZVPD) on a 4-piece molecular cluster, C3H16NO3S overall in a non-equilibrium geometry.

Computed properties:
HOMO ... -12.52 eV
Charge ... +1
Gap between HOMO and LUMO ... 9.6 eV
Max |F| ... 2.5 eV/A
2S+1 ... 1

```
24
C3H16NO3S | the Open Molecules 2025 dataset | ωB97M-V/def2-TZVPD
C 0.80418 0.71067 -0.16119
C 0.75326 1.08485 1.32275
C -0.40758 2.01790 1.81563
S -1.96831 1.14279 1.55461
N -0.10958 -0.42503 -0.51542
H 0.75933 1.65718 -0.76023
H 1.80743 0.33274 -0.22520
H 1.66214 1.68511 1.46028
H 0.84795 0.18354 1.92069
H -0.28696 2.93999 1.19917
H -0.28122 2.34037 2.84898
H -3.03753 1.97762 1.68997
H 0.32019 -1.33799 -0.57824
H -0.86824 -0.56089 0.18114
H -0.51090 -0.29365 -1.50425
H -2.95103 -1.07360 -1.20905
H -3.42690 -1.79111 -0.04508
O -2.57677 -1.64758 -0.52672
H 0.97523 -1.55549 -2.99530
H 0.61120 -0.22476 -3.88147
O 0.82267 -0.60808 -3.02372
H 2.55774 -2.19342 1.21645
H 2.56552 -2.21099 -0.25760
O 1.93815 -2.15017 0.47381
```

[6]
ORCA calculation (ωB97M-V/def2-TZVPD) on a 2-piece molecular cluster, C5H14 overall in a non-equilibrium geometry.

Computed properties:
HOMO ... -10.88 eV
Charge ... 0
Gap between HOMO and LUMO ... 12.0 eV
Max |F| ... 5.4 eV/A
2S+1 ... 1

```
19
C5H14 | the Open Molecules 2025 dataset | ωB97M-V/def2-TZVPD
C 1.26480 -0.25492 1.77242
C 0.12311 0.48590 1.06127
C -0.89784 0.91913 2.20899
H 1.07059 -1.34185 1.87821
H 1.42190 0.13468 2.79564
H 2.16303 -0.01961 1.28543
H 0.61208 1.28468 0.60926
H -0.33547 -0.02461 0.14585
H -1.98463 0.62065 2.09088
H -0.61251 0.41732 3.14799
H -0.78687 1.92892 2.47870
C 0.42278 -0.18495 -2.62084
C -1.01230 -0.63911 -2.17933
H 0.57411 0.73079 -3.11471
H 1.09316 -0.34963 -1.72408
H 0.61087 -0.80139 -3.49744
H -0.86819 -1.72909 -1.89186
H -1.56408 -0.81873 -3.23213
H -1.29453 -0.35819 -1.21425
```

[7]
ORCA calculation (ωB97M-V/def2-TZVPD) on a 3-piece molecular cluster, C12H22O7S2 overall in a non-equilibrium geometry.

Computed properties:
HOMO ... -9.86 eV
Charge ... 0
Gap between HOMO and LUMO ... 10.2 eV
Max |F| ... 11.4 eV/A
2S+1 ... 1

```
43
C12H22O7S2 | the Open Molecules 2025 dataset | ωB97M-V/def2-TZVPD
C -17.88553 8.94445 29.08130
C -19.37310 9.32372 29.10358
C -20.12709 8.70011 27.88797
O -20.93561 7.87142 28.65642
C -20.92168 7.98142 29.90540
O -21.70978 7.44724 30.67116
O -19.99870 8.74147 30.19827
H -17.78269 7.92907 28.98676
H -17.16973 9.30720 29.85540
H -17.51156 9.16518 27.90614
H -19.59288 10.50807 29.08661
H -19.80014 8.03697 27.27840
H -20.84046 9.31166 27.35632
O -25.98307 7.52844 26.18721
S -26.36415 8.48111 27.19648
O -27.23918 9.50176 26.81867
C -27.08907 7.78157 28.67766
C -25.97332 7.94655 29.61894
C -24.61593 8.15109 28.92255
C -24.80884 9.16491 27.84923
H -27.33921 6.65547 28.08601
H -27.93449 8.06798 28.92191
H -26.09398 8.94452 30.16045
H -25.88837 7.19900 30.43311
H -24.37106 7.08422 28.57868
H -24.03858 8.41105 29.81338
H -24.09760 9.03807 27.07612
H -25.01201 10.06329 27.86087
O -22.27187 11.38858 29.06269
S -22.17046 11.98313 30.37901
O -20.91531 12.04461 31.09705
C -22.69854 13.64365 30.05763
C -23.68960 14.02172 31.14885
C -24.44344 12.78778 31.50288
C -23.42451 11.57470 31.54645
H -23.14932 13.65002 29.18255
H -21.75217 14.31943 29.92430
H -23.10467 14.50603 31.89637
H -24.31612 14.75224 30.78443
H -25.31921 12.65089 30.87343
H -24.99100 12.78024 32.47172
H -23.95993 10.60177 31.37847
H -22.87717 11.49515 32.37352
```

[8]
ORCA calculation (ωB97M-V/def2-TZVPD) on C38H37FeN11PSSe as an isolated structure.

Computed properties:
HOMO (spin up / spin down) ... -11.64 / -13.38 eV
Charge ... +2
Gap between HOMO and LUMO (spin up / spin down) ... 6.2 / 6.9 eV
Max |F| ... 0.8 eV/A
2S+1 ... 6

```
90
C38H37FeN11PSSe | the Open Molecules 2025 dataset | ωB97M-V/def2-TZVPD
Fe -0.48027 -0.73709 0.74580
C -2.24112 5.54001 1.01477
C -0.87961 5.57003 0.74277
C -0.18357 4.39044 0.54309
C -0.84963 3.16247 0.61500
C -2.21119 3.13719 0.90483
C -2.90519 4.32525 1.10138
P 0.13322 1.65979 0.40922
C 0.96422 1.97647 -1.19218
C 0.29182 2.83457 -2.08508
C 0.71075 2.95547 -3.40604
C 1.79551 2.23383 -3.86751
C 2.45135 1.37152 -3.00561
C 2.03034 1.23249 -1.69188
C 0.99411 1.65772 2.06936
C 0.64376 2.66130 2.96490
C 0.88135 2.58143 4.33373
C 1.47061 1.45926 4.87077
C 1.82533 0.42596 4.01308
C 1.59497 0.50459 2.63526
H -2.78061 6.46654 1.16452
H -0.35965 6.51777 0.68578
H 0.87903 4.42569 0.33145
H -2.74040 2.20337 1.01509
H -3.96399 4.29275 1.32346
H -0.56301 3.41005 -1.77193
H 0.18034 3.62487 -4.07096
H 2.12323 2.33927 -4.89412
H 3.30070 0.79374 -3.35558
H 2.55059 0.53965 -1.06827
H 0.15399 3.55853 2.60315
H 0.59126 3.41108 4.96564
H 1.66722 1.38390 5.93298
H 2.31921 -0.45363 4.40047
Se 5.61035 -4.29572 -3.32545
N 5.74096 -2.80666 -2.35587
C 4.60171 -2.66169 -1.73466
C 4.32734 -1.57521 -0.81876
C 5.28627 -0.58756 -0.63174
C 4.98551 0.48786 0.23045
C 3.83876 0.49291 0.93187
N 2.89169 -0.53343 0.82509
C 3.07763 -1.54245 -0.15611
C 2.00733 -2.43874 -0.53877
N 0.70695 -2.28758 -0.11849
C -0.15559 -3.29337 -0.28630
C 0.11318 -4.45033 -0.98286
C 1.35598 -4.55844 -1.58174
C 2.31243 -3.56859 -1.36300
C 3.61369 -3.67823 -1.97110
N 3.95279 -4.65093 -2.77514
H 6.22544 -0.65245 -1.15919
H 5.67990 1.30488 0.36772
H 3.59375 1.25505 1.65217
H -1.12174 -3.15261 0.18863
H -0.63565 -5.22586 -1.06700
H 1.61773 -5.40802 -2.19858
N 1.67054 -1.84995 2.36445
C 2.03396 -0.70736 1.91375
H 2.14367 -2.61728 1.89118
C -3.15292 -2.07659 -0.77456
N -2.19340 -0.91685 -0.78017
C -3.02365 0.32556 -0.61204
N -4.04220 0.45923 -1.62610
C -4.93080 -0.70919 -1.57363
N -4.17054 -1.94205 -1.79440
C -3.52168 -1.86890 -3.10832
N -2.61519 -0.71697 -3.18608
C -1.59807 -0.84472 -2.16667
C -3.39231 0.50163 -2.94245
H -3.60601 -2.12926 0.21534
H -2.60666 -2.99541 -0.97212
H -2.35399 1.18189 -0.68024
H -3.48696 0.29776 0.37530
H -5.69784 -0.61752 -2.33938
H -5.41712 -0.75408 -0.59929
H -4.28378 -1.77901 -3.87937
H -2.95728 -2.78498 -3.28479
H -0.92037 0.01246 -2.20612
H -1.02243 -1.75438 -2.34214
H -4.15112 0.60389 -3.71495
H -2.72832 1.36563 -2.98975
N -2.67448 -1.87229 4.83855
C -1.66304 -1.72431 3.98041
N -0.47063 -2.20558 4.26964
S -2.05263 -0.89715 2.51537
H -2.56155 -2.33176 5.72973
H -3.58139 -1.49676 4.60684
H -0.31793 -2.69464 5.13652
H 0.32507 -2.09018 3.62700
```